<1>
90
Properties=species:S:1:pos:R:3 method="wB97M-V/def2-TZVPD" homo_energy_ev=-6.703 gap_ha=0.25205
Ca -0.9821 -0.6801 -0.7386
I -0.1700 1.9246 -8.1725
C -0.6515 1.0403 -6.3641
C -1.9200 0.5244 -6.1522
C -2.2172 -0.0750 -4.9385
I -4.1208 -0.8372 -4.6598
C -1.2873 -0.1821 -3.8825
O -1.5916 -0.7449 -2.7648
C 0.0051 0.3669 -4.1276
C 1.1249 0.4560 -3.0996
N 1.1794 -0.6240 -2.1027
C 1.6347 -1.8700 -2.7032
C 1.1099 -3.1501 -2.0897
C 1.8026 -4.3369 -2.3083
C 1.2301 -5.5338 -1.9272
C -0.0261 -5.5138 -1.3399
C -0.6182 -4.2849 -1.1137
N -0.0621 -3.1197 -1.4549
C 0.2951 0.9473 -5.3561
H -2.6732 0.5805 -6.9254
H 1.0578 1.3880 -2.5375
H 2.0704 0.4992 -3.6605
H 1.8021 -0.3166 -1.3625
H 2.7305 -1.9177 -2.7685
H 1.2722 -1.8751 -3.7376
H 2.7695 -4.3096 -2.7938
H 1.7454 -6.4699 -2.1013
H -0.5405 -6.4220 -1.0583
H -1.5791 -4.2050 -0.6205
H 1.2904 1.3439 -5.5216
C -0.6668 5.5634 -0.0748
N -0.8066 4.2360 -0.6476
C -1.5575 3.9432 -1.7526
C -1.4660 2.5962 -1.9357
N -0.6580 2.0563 -0.9725
C -0.2782 3.0586 -0.2087
P 0.6469 2.9615 1.3345
C 2.2712 2.3440 0.8049
N 2.5683 1.5743 -0.2229
C 3.9305 1.4493 -0.2156
C 4.4580 2.1338 0.8398
N 3.3994 2.7121 1.4800
C 3.5084 3.5619 2.6558
C -0.0565 1.5104 2.1534
N 0.0114 0.2512 1.7604
C -0.5222 -0.4851 2.7826
C -0.9288 0.3374 3.7904
N -0.6431 1.6078 3.3797
C -0.9550 2.8115 4.1346
H -0.9718 6.2830 -0.8311
H -1.2976 5.6833 0.8056
H 0.3688 5.7584 0.1963
H -2.0791 4.7102 -2.2964
H -1.9424 1.9953 -2.6905
H 4.4548 0.8749 -0.9609
H 5.4677 2.2715 1.1826
H 4.5564 3.5925 2.9434
H 3.1640 4.5713 2.4388
H 2.9316 3.1525 3.4835
H -0.5970 -1.5566 2.7251
H -1.4319 0.1459 4.7215
H -1.7782 2.5785 4.8064
H -0.0902 3.1498 4.7041
H -1.2784 3.6024 3.4626
Cl -5.7058 0.3215 5.1169
C -4.8366 0.3138 3.6004
C -4.5897 1.5353 2.9399
C -3.9091 1.5775 1.7575
C -3.3929 0.3843 1.1510
O -2.7368 0.4244 0.0749
C -3.6622 -0.8400 1.8425
C -3.1281 -2.0955 1.4039
O -2.2854 -2.2723 0.5227
C -4.4016 -0.8519 3.0442
H -4.9666 2.4491 3.3839
H -3.7365 2.5114 1.2383
H -3.5013 -2.9834 1.9452
H -4.5971 -1.7968 3.5390
N 1.9747 -5.5353 2.5697
C 2.2772 -4.2518 2.1710
C 1.3182 -3.4811 1.4843
N 1.5655 -2.2498 1.1070
C 2.7588 -1.7385 1.4389
C 3.6884 -2.4981 2.1135
N 3.4651 -3.7638 2.4803
H 1.2671 -6.0242 2.0490
H 2.7680 -6.0893 2.8484
H 0.3449 -3.8970 1.2571
H 2.9564 -0.7133 1.1583
H 4.6528 -2.0747 2.3685

=====

<2>
90
Properties=species:S:1:pos:R:3 method="wB97M-V/def2-TZVPD" homo_energy_ev=-6.733 gap_ha=0.24897
Ca 0.1240 -0.1147 -0.4538
I 2.7600 4.6469 -6.3556
C 2.3089 3.6061 -4.6171
C 2.6174 4.1490 -3.3809
C 2.2995 3.4441 -2.2283
I 2.8818 4.2363 -0.3945
C 1.6559 2.1870 -2.2500
O 1.3426 1.5396 -1.1845
C 1.4062 1.6374 -3.5412
C 0.8554 0.2377 -3.6644
N -0.4321 0.0550 -2.9716
C -1.5102 0.7774 -3.6274
C -2.6516 1.1432 -2.7105
C -3.9710 1.0532 -3.1415
C -4.9839 1.4979 -2.3108
C -4.6472 2.0111 -1.0688
C -3.3080 2.0373 -0.7156
N -2.3238 1.6159 -1.5071
C 1.7141 2.3514 -4.6867
H 3.1096 5.1092 -3.3090
H 1.5495 -0.4724 -3.2099
H 0.7723 -0.0071 -4.7311
H -0.6407 -0.9347 -2.8816
H -1.8948 0.2553 -4.5125
H -1.0883 1.7229 -3.9818
H -4.1881 0.6477 -4.1217
H -6.0184 1.4424 -2.6262
H -5.3989 2.3765 -0.3819
H -3.0027 2.4137 0.2552
H 1.4984 1.9068 -5.6521
C -4.9428 -1.4824 2.8415
N -4.1075 -1.3887 1.6539
C -4.4808 -1.7732 0.3937
C -3.4017 -1.5478 -0.4078
N -2.3752 -1.0220 0.3281
C -2.8233 -0.9433 1.5674
P -1.8864 -0.3897 3.0221
C -0.3969 -1.4119 2.8120
N 0.2403 -1.6283 1.6777
C 1.2793 -2.4650 1.9776
C 1.2678 -2.7516 3.3112
N 0.1981 -2.0793 3.8401
C -0.1840 -2.0683 5.2435
C -1.3024 1.2321 2.4339
N -0.8430 1.4833 1.2238
C -0.5390 2.8173 1.1900
C -0.8249 3.3751 2.4018
N -1.3131 2.3632 3.1898
C -1.7193 2.4960 4.5810
H -5.9221 -1.8361 2.5298
H -4.5255 -2.1860 3.5595
H -5.0560 -0.5103 3.3169
H -5.4613 -2.1692 0.1919
H -3.2994 -1.7469 -1.4606
H 1.9770 -2.7869 1.2228
H 1.9139 -3.3584 3.9221
H 0.4172 -2.8103 5.7621
H 0.0005 -1.0923 5.6904
H -1.2354 -2.3215 5.3586
H -0.1110 3.2711 0.3123
H -0.7144 4.3791 2.7743
H -1.6381 3.5444 4.8550
H -2.7490 2.1722 4.7156
H -1.0703 1.9123 5.2322
Cl 3.7824 -6.7220 -2.8174
C 3.1185 -5.1883 -2.3086
C 3.9794 -4.1605 -1.8986
C 3.4829 -2.9479 -1.4910
C 2.0849 -2.6848 -1.4666
O 1.6262 -1.5639 -1.0515
C 1.2346 -3.7418 -1.8933
C -0.2146 -3.6281 -1.9401
O -0.8963 -2.6445 -1.6931
C 1.7681 -4.9773 -2.3021
H 5.0480 -4.3367 -1.9053
H 4.1497 -2.1578 -1.1689
H -0.7263 -4.5626 -2.2432
H 1.0932 -5.7664 -2.6150
N 5.6308 1.3472 0.6910
C 4.4663 1.2762 1.4260
C 3.3022 0.7436 0.8357
N 2.1724 0.6698 1.4965
C 2.1789 1.1019 2.7661
C 3.3240 1.5981 3.3418
N 4.4829 1.6946 2.6785
H 5.5149 1.4216 -0.3064
H 6.3270 1.9648 1.0763
H 3.3028 0.4144 -0.1979
H 1.2448 1.0572 3.3162
H 3.3156 1.9447 4.3694

=====

Most stable one: <2>, least stable one: <1>.

=====

<1>
19
Properties=species:S:1:pos:R:3 method="wB97M-V/def2-TZVPD" homo_energy_ev="-14.798 / -14.794" gap_ha="0.42821 / 0.14139" spin_multiplicity=2 total_charge=+1
C 0.3000 1.2274 -1.1013
C 0.0365 2.3679 -0.1491
C -0.9644 0.9714 -1.9271
H 1.0967 1.4190 -1.8302
H 0.7503 0.3677 -0.5583
H -0.5486 2.1852 0.7636
H -0.4990 3.1599 -0.6710
H -0.6938 0.2609 -2.7363
H -1.7217 0.4510 -1.3305
H 1.0627 2.6563 0.1647
H -1.4410 1.7900 -2.4625
C 0.3253 -2.5921 0.8650
C 0.3640 -1.6531 2.0741
H -0.1133 -3.5433 1.1389
H -0.2624 -2.1456 0.0528
H 1.3121 -2.7659 0.4516
H -0.2412 -0.7425 1.9804
H 1.3738 -1.3384 2.3273
H -0.1359 -2.0758 2.9479

=====

<2>
19
Properties=species:S:1:pos:R:3 method="wB97M-V/def2-TZVPD" homo_energy_ev="-16.068 / -15.342" gap_ha="0.48829 / 0.15647" spin_multiplicity=2 total_charge=+1
C 0.7910 2.2701 -1.7267
C 1.6679 1.9252 -0.5289
H -0.1690 1.7565 -1.7847
H 0.6856 3.3703 -1.6143
H 1.1979 2.2043 -2.7329
H 1.4251 0.9339 -0.0515
H 2.6972 1.8059 -0.8575
H 1.4642 2.6543 0.2595
C -0.8647 -1.9035 1.1276
C 0.2293 -0.9103 1.1610
C -1.9240 -1.6152 0.0924
H -0.4301 -2.9017 1.0393
H -1.4181 -1.8810 2.1074
H 0.5148 -0.4107 0.1912
H 1.1803 -1.2684 1.5600
H -2.8115 -2.2448 0.1492
H -2.3373 -0.5986 0.1827
H 0.0200 0.0186 1.7414
H -1.6469 -1.6452 -0.9736

=====

Most stable one: <1>, least stable one: <2>.

=====

<1>
21
Properties=species:S:1:pos:R:3 method="wB97M-V/def2-TZVPD" homo_energy_ev=-2.404 gap_ha=0.24039 total_charge=-1
N 1.5493 -1.5449 0.6461
C 0.4956 -0.7310 0.1683
C 0.8133 0.3667 -0.6386
C 2.1951 0.5613 -1.2388
O 3.2225 0.3453 -0.3838
C -0.9428 -1.1303 0.3305
N -1.6790 0.0364 0.7292
C -3.0381 -0.1491 0.3531
H 2.4166 -1.1913 0.2120
H 1.4581 -1.4950 1.6521
H 0.7337 0.5290 0.6140
H -0.0275 0.7689 -1.1958
H 0.3154 3.4312 0.9366
H 2.2222 -0.1613 -2.0939
H 2.2020 1.5808 -1.6869
H -1.0201 -2.0156 1.0045
H -1.3276 -1.5180 -0.6564
H 0.8070 2.9294 0.6347
H -3.7298 0.6472 0.6693
H -3.1499 -0.1812 -0.7791
H -3.5161 -1.0785 0.7229

=====

<2>
21
Properties=species:S:1:pos:R:3 method="wB97M-V/def2-TZVPD" homo_energy_ev=-2.857 gap_ha=0.24794 total_charge=-1
C 1.6554 0.5198 0.3755
N 2.3160 1.6195 0.2601
C -0.9208 1.6135 2.5797
C 0.4693 0.1247 -0.5016
C 1.0235 -0.6161 -1.7192
N -0.4967 -0.6254 0.2886
C -1.7788 -0.9374 -0.4936
O -1.7028 -1.9843 -1.2838
H 1.2923 1.7827 0.7265
H 2.0411 -0.3398 0.9758
H -1.7772 0.9518 2.6293
H -1.1444 2.5321 2.0480
H -0.1603 1.0746 2.0315
H -0.5604 1.8481 3.5831
H -0.0116 1.0588 -0.8180
H 1.6360 -1.4607 -1.4039
H 1.6423 0.0704 -2.3265
H 0.1963 -1.0059 -2.3218
H -0.1091 -1.5476 0.4749
H -1.9877 0.0601 -0.9943
H -2.5454 -1.0068 0.3177

=====

Most stable one: <2>, least stable one: <1>.